ORCA calculation (ωB97M-V with the def2-TZVPD basis set) on a cluster of 13 separate species, C34H101N19O13 in total in a non-equilibrium geometry.

Summary:
Energy relative to the best compared isomer or geometry (same formula, charge and spin) (kJ/mol): 211.3
Multiplicity: 1
HOMO (Ha): -0.31183
Charge: 0
Orbital gap (eV): 8.541

Cartesian coordinates (Å):
O 5.56 5.02 2.22
O 6.11 1.04 4.16
O -1.62 2.55 -1.99
O -5.30 -1.84 3.36
O -3.21 -3.40 -4.29
O 4.55 -3.23 0.18
O 0.94 3.16 4.30
O -8.93 -2.44 -0.52
O 0.02 -4.58 2.76
O -1.83 4.15 1.73
O -1.29 -0.61 1.21
O 3.30 4.12 -2.14
O -5.49 0.81 -4.49
N 0.32 -1.85 3.89
N 1.31 1.11 5.18
N -3.73 -2.47 1.85
N -1.12 4.59 -2.91
N -2.35 4.46 -0.97
N -2.23 6.36 2.14
N -3.96 2.49 -4.67
N 4.98 -0.46 1.01
N -8.25 0.16 0.12
N 3.52 4.24 1.56
N 2.49 -3.16 -2.88
N 4.99 5.16 0.02
N -3.48 -0.50 3.02
N 1.85 3.01 6.40
N -0.34 5.35 2.94
N -3.91 -5.42 -6.16
N 0.73 2.56 1.04
N 6.07 2.81 -1.49
N -3.68 0.86 -3.06
C -0.44 -5.90 2.71
C 5.88 2.26 4.82
C 0.30 1.18 0.72
C 4.79 4.71 1.30
C -5.04 -3.79 -7.52
C 5.41 0.94 2.94
C 3.40 -3.44 -0.66
C -6.24 -1.00 -0.70
C -1.76 -0.77 -0.11
C -1.65 3.78 -1.92
C 3.84 2.91 -2.65
C 6.86 -1.09 2.37
C -3.48 -2.96 -3.00
C -10.14 -3.15 -0.71
C 2.27 4.71 -2.88
C -8.61 -1.53 -1.56
C 4.64 -2.11 -2.42
C -3.99 -3.96 -6.44
C -4.36 -3.32 -5.12
C 4.37 -3.88 1.40
C 3.76 -3.30 -2.11
C -0.90 0.74 1.56
C -4.44 1.32 -4.10
C 0.95 -4.30 3.78
C -1.57 5.18 2.37
C -4.24 -1.62 2.80
C 1.32 2.48 5.25
C 1.42 0.21 0.91
C 5.90 2.15 -3.83
C 1.37 -2.84 3.67
C 5.39 3.09 -2.75
C 2.64 -2.49 4.42
C 5.49 -0.47 2.40
C -7.64 -0.48 -1.04
H -3.95 -1.97 -2.93
H -7.55 0.66 0.65
H 2.64 -3.39 -3.85
H 7.51 -0.63 1.61
H -3.11 6.38 1.65
H 1.69 5.49 -2.37
H -0.06 3.19 0.86
H -5.77 -1.30 -1.65
H -8.69 -0.54 0.70
H 2.72 5.15 -3.77
H 5.66 3.13 4.19
H -2.61 -0.37 2.51
H 1.21 -0.85 0.74
H 0.24 4.55 3.13
H 4.86 -1.99 -3.47
H -9.55 -0.96 -1.68
H -5.58 -0.28 -0.23
H 4.19 -4.96 1.30
H 6.07 3.64 -0.91
H -0.62 0.68 2.61
H 5.06 2.11 5.53
H -3.79 -5.89 -7.05
H -2.38 3.99 -0.07
H 5.34 2.17 -4.76
H -5.27 -2.74 -7.70
H 1.84 2.45 7.23
H -3.69 0.05 3.83
H -6.00 -4.24 -7.25
H 6.94 2.37 -4.09
H 2.86 3.83 0.91
H 1.83 -4.94 3.61
H -1.10 -0.44 -0.91
H 4.36 1.23 3.08
H -0.06 1.16 -0.31
H 3.46 3.98 2.53
H 5.66 4.10 -3.06
H 5.59 2.12 -0.91
H -10.95 -2.41 -0.76
H 2.85 -1.43 4.37
H 5.89 5.58 -0.11
H 1.79 0.24 1.95
H -2.68 -0.17 -0.19
H 4.27 5.10 -0.68
H -3.05 -3.52 -6.77
H -2.85 1.35 -2.74
H -0.53 -2.13 3.41
H 0.10 -1.94 4.88
H 1.45 4.05 -3.17
H -2.99 2.66 -4.46
H 4.01 -0.16 1.02
H 2.82 -4.34 -0.45
H -10.10 -3.82 -1.57
H 0.32 -6.65 2.45
H -4.04 -3.72 -2.43
H 0.78 0.84 4.36
H 2.72 -2.63 -0.37
H -0.15 6.14 3.53
H -2.00 -1.81 -0.31
H 5.32 -3.94 1.95
H 5.56 -2.13 -1.81
H -7.65 0.21 -1.90
H 2.60 -2.82 5.47
H -8.28 -1.95 -2.52
H -10.28 -3.74 0.19
H 0.53 -4.56 4.76
H 7.46 -1.02 3.28
H -4.47 2.94 -5.40
H -1.10 5.58 -2.76
H 2.03 3.99 6.43
H -4.20 -3.35 1.87
H -1.93 7.23 2.53
H -1.78 1.37 1.38
H -0.94 -6.17 3.65
H 3.57 -3.48 2.04
H -3.05 -5.62 -5.66
H -4.72 -4.22 -8.47
H 3.49 -3.04 4.00
H -4.58 -2.24 -5.27
H -6.34 -1.89 -0.08
H 0.71 2.55 2.07
H -5.28 -3.68 -4.67
H 6.77 2.54 5.39
H -2.35 5.46 -1.01
H 3.68 2.09 -1.94
H 4.22 -1.17 -2.04
H -2.92 -2.25 1.32
H 4.88 -1.12 3.04
H 5.83 1.66 2.22
H 4.18 -4.21 -2.54
H 3.36 2.66 -3.60
H 1.50 0.52 5.97
H -0.71 4.18 -3.72
H -4.15 0.26 -2.42
H -2.57 -2.93 -2.39
H 2.30 0.39 0.29
H 1.61 -2.86 2.59
H 6.93 -2.15 2.12
H 5.95 1.11 -3.51
H 2.04 -2.28 -2.69
H 4.84 -1.47 0.79
H -1.19 -5.93 1.92